one.
Entry from the Open Molecules 2025 dataset: an isolated molecule of C9H15N3O4 (ωB97M-V with the def2-TZVPD basis set).

Structure (XYZ):
```
31
C9H15N3O4 | the Open Molecules 2025 dataset | ωB97M-V with the def2-TZVPD basis set
N 4.30 0.58 -2.33
C 3.10 -0.08 -2.26
O 2.90 -1.12 -2.87
C 1.93 0.55 -1.49
C 0.98 -0.48 -0.92
N -0.34 0.06 -0.52
C -0.44 0.99 0.46
O 0.55 1.49 0.97
C -1.87 1.31 0.96
C -2.13 0.56 2.28
C -2.47 -0.85 1.76
C -3.35 -0.56 0.53
N -2.84 0.71 0.05
C 1.52 -1.23 0.32
O 0.76 -1.82 1.06
O 2.85 -1.18 0.35
H 5.10 0.05 -2.67
H 4.43 1.43 -1.81
H 1.36 1.12 -2.27
H 2.22 1.28 -0.68
H 0.87 -1.32 -1.64
H -1.23 -0.31 -0.81
H -1.95 2.39 0.97
H -1.27 0.59 2.88
H -2.95 1.14 2.79
H -3.01 -1.42 2.55
H -1.57 -1.36 1.51
H -3.21 -1.36 -0.21
H -4.42 -0.51 0.83
H -2.96 1.00 -0.90
H 3.13 -1.67 1.12
```

As for the gap between HOMO and LUMO: 0.3338 hartree. As for the HOMO energy: -8.4 eV.



two.
Entry from the Open Molecules 2025 dataset: an isolated molecule of C9H15N3O4 (ωB97M-V with the def2-TZVPD basis set).

Structure (XYZ):
```
31
C9H15N3O4 | the Open Molecules 2025 dataset | ωB97M-V with the def2-TZVPD basis set
N 2.68 2.27 -0.92
C 2.08 2.98 0.05
O 2.70 3.75 0.77
C 0.63 2.69 0.35
C 0.39 1.26 1.10
N 1.46 1.13 2.11
C 0.27 0.15 0.08
O 0.81 0.21 -1.04
N -0.48 -0.90 0.46
C -0.98 -1.29 1.77
C -2.07 -2.34 1.52
C -1.45 -3.09 0.32
C -0.77 -2.01 -0.53
C -1.57 -1.54 -1.72
O -2.11 -0.45 -1.89
O -1.71 -2.55 -2.56
H 2.14 1.70 -1.56
H 3.65 2.50 -1.07
H 0.02 2.90 -0.54
H 0.33 3.44 1.11
H -0.53 1.35 1.67
H 2.31 1.10 1.57
H 1.36 0.33 2.69
H -0.12 -1.76 2.29
H -1.22 -0.45 2.45
H -3.07 -1.95 1.34
H -2.10 -2.92 2.46
H -0.76 -3.84 0.74
H -2.20 -3.76 -0.32
H 0.16 -2.46 -0.91
H -2.25 -2.20 -3.36
```

As for the gap between HOMO and LUMO: 0.3511 hartree. As for the HOMO energy: -9.1 eV.



Name the least stable of them. two.